Entry from the OMol25 dataset: a structure of composition C5H20HfN13O14 in a non-equilibrium geometry (ωB97M-V with the def2-TZVPD basis set).

Output
- orbital gap (eV) = 3.6
- relative energy (zero: lowest compared OMol25 entry of this formula, charge and spin) (eV) = 0.0000
- E (eV) = -54838.0712

```
! wB97M-V def2-TZVPD RIJCOSX def2/J DEFGRID3
* xyz 1 1
Hf 8.19149 28.29923 25.53424
N 4.68412 29.23199 26.56571
O 5.91112 28.98617 26.40310
O 3.86363 28.32040 26.44570
O 4.30016 30.38453 26.80130
N 5.88743 25.71378 26.56256
O 5.09772 25.17453 25.77506
O 6.90312 26.32178 26.11571
O 5.62328 25.80964 27.77649
N 9.09917 25.41714 23.44395
O 10.28208 25.08409 23.51574
O 8.76905 26.55044 24.00949
O 8.20628 24.70682 23.03459
C 2.79553 22.90968 24.06236
O 2.39806 22.08365 23.25408
N 3.85016 22.65433 24.90359
N 2.32736 24.17949 24.26027
H 4.16511 23.49059 25.36252
H 4.45863 21.87698 24.72607
H 2.83109 24.83603 24.81941
H 1.56961 24.53944 23.70637
C 5.64643 27.64274 23.16457
O 6.57301 27.92488 23.99748
N 4.51647 27.08650 23.58513
N 5.85647 27.92469 21.88547
H 4.69804 26.40712 24.32002
H 3.76917 27.02132 22.91471
H 5.33128 27.55505 21.11262
H 6.74194 28.38876 21.76588
C 10.16717 25.70068 27.11073
O 9.52457 26.62610 26.58723
N 11.16284 25.89889 27.99314
N 9.89982 24.39372 26.88184
H 11.78951 25.13888 28.18927
H 11.44533 26.82455 28.26351
H 9.18915 24.18462 26.19900
H 10.61989 23.74977 27.15152
C 7.78811 27.98781 29.07352
O 7.96882 28.29487 27.87749
N 7.44241 28.86398 30.01784
N 7.77141 26.71110 29.49320
H 7.14083 28.58514 30.93775
H 7.37739 29.86990 29.98849
H 7.93928 26.47220 30.45515
H 7.62446 25.93231 28.87134
C 3.05387 26.02582 30.25737
O 2.07232 25.99821 31.00425
N 2.93166 25.90702 28.92321
N 4.30513 26.27090 30.71888
H 1.99685 25.71873 28.61189
H 3.76976 26.01215 28.37114
H 4.55924 26.46387 31.66653
H 5.05875 26.09158 30.07566
*
```

The Mulliken scheme yields these atomic charges, measured in e: number 1, Hf, carries 2.217; number 2, N, carries 0.666; number 3, O, carries -0.385; number 4, O, carries -0.482; number 5, O, carries -0.605; number 6, N, carries 0.421; number 7, O, carries -0.649; number 8, O, carries 0.372; number 9, O, carries -0.758; number 10, N, carries 0.695; number 11, O, carries -0.534; number 12, O, carries -0.388; number 13, O, carries -0.501; number 14, C, carries 0.505; number 15, O, carries -0.634; number 16, N, carries -0.375; number 17, N, carries -0.314; number 18, H, carries 0.366; number 19, H, carries 0.228; number 20, H, carries 0.180; number 21, H, carries 0.203; number 22, C, carries 0.589; number 23, O, carries -0.509; number 24, N, carries -0.184; number 25, N, carries -0.424; number 26, H, carries 0.104; number 27, H, carries 0.253; number 28, H, carries 0.231; number 29, H, carries 0.206; number 30, C, carries 0.655; number 31, O, carries -0.537; number 32, N, carries -0.451; number 33, N, carries -0.355; number 34, H, carries 0.178; number 35, H, carries 0.222; number 36, H, carries 0.245; number 37, H, carries 0.211; number 38, C, carries 0.701; number 39, O, carries -0.673; number 40, N, carries -0.411; number 41, N, carries -0.218; number 42, H, carries 0.170; number 43, H, carries 0.225; number 44, H, carries 0.225; number 45, H, carries 0.124; number 46, C, carries 0.447; number 47, O, carries -0.684; number 48, N, carries -0.255; number 49, N, carries -0.244; number 50, H, carries 0.176; number 51, H, carries 0.380; number 52, H, carries 0.178; number 53, H, carries 0.198

---

Entry from the OMol25 dataset: a cluster of 2 separate species, C4H13N2O in total in a non-equilibrium geometry (ωB97M-V with the def2-TZVPD basis set).

Output
- orbital gap (eV) = 8.4
- relative energy (zero: lowest compared OMol25 entry of this formula, charge and spin) (eV) = 2.8260
- E (eV) = -9378.7578

```
! wB97M-V def2-TZVPD RIJCOSX def2/J DEFGRID3
* xyz 1 1
C -0.98033 1.76331 0.85975
C -1.63514 0.53031 0.25459
C -0.59829 -0.39447 -0.28757
C -0.73321 -0.83600 -1.52904
N 0.34755 -1.47467 -2.30861
N -0.71904 1.63494 2.32375
H -1.54178 2.68832 0.83584
H 0.00536 2.05185 0.45426
H -2.28643 0.93634 -0.54862
H -2.33617 0.06158 0.94928
H 0.34256 -0.41637 0.26511
H -1.63834 -0.69974 -2.12316
H 0.89926 -0.76435 -2.80440
H 1.02882 -1.95336 -1.70905
H 0.02449 -2.14607 -3.00718
H 0.11169 1.11080 2.53026
H -0.83078 2.53625 2.75787
H 3.05398 -1.77794 1.65890
H 4.16387 -1.19742 0.69637
O 3.32193 -1.65331 0.73166
*
```

The Mulliken scheme yields these atomic charges, measured in e: number 1, C, carries -0.661; number 2, C, carries -0.525; number 3, C, carries -0.205; number 4, C, carries -0.454; number 5, N, carries -0.285; number 6, N, carries -0.534; number 7, H, carries 0.432; number 8, H, carries 0.311; number 9, H, carries 0.297; number 10, H, carries 0.372; number 11, H, carries 0.380; number 12, H, carries 0.357; number 13, H, carries 0.373; number 14, H, carries 0.350; number 15, H, carries 0.389; number 16, H, carries 0.186; number 17, H, carries 0.204; number 18, H, carries 0.330; number 19, H, carries 0.327; number 20, O, carries -0.645